[1]
23
Properties=species:S:1:pos:R:3 method="wB97M-V/def2-TZVPD" total_energy_ha=-400.79313 charge=0 homo_lumo_gap_ev=9.67 smiles=C[C@@H](N)CNCN.O e_above_lowest_ev=3.403
C -1.24 -1.22 0.55
C -1.40 0.36 0.63
N -0.72 0.70 1.94
C -0.97 1.18 -0.66
N -0.66 0.50 -1.91
C 0.70 0.20 -2.31
N 1.31 -1.04 -1.72
H -1.30 -1.92 1.40
H -2.26 -1.51 0.05
H -0.49 -1.52 -0.16
H -2.46 0.70 0.69
H 0.31 0.80 1.75
H -0.97 0.25 2.75
H -1.85 1.79 -1.00
H -0.08 1.76 -0.30
H -1.32 -0.36 -1.96
H 1.40 1.12 -2.01
H 0.80 0.15 -3.42
H 2.29 -1.07 -1.83
H 0.77 -1.28 -0.89
O 2.38 -0.24 2.82
H 2.45 -1.17 2.36
H 1.55 -0.04 2.53



[2]
23
Properties=species:S:1:pos:R:3 method="wB97M-V/def2-TZVPD" total_energy_ha=-400.83822 charge=0 homo_lumo_gap_ev=10.03 smiles=NCCCNCN.O e_above_lowest_ev=2.176
N 2.19 -1.82 -1.17
C 1.35 -2.16 0.03
C 0.94 -1.24 1.13
C 0.71 0.30 0.87
N -0.18 0.77 -0.17
C -0.25 2.25 -0.45
N -1.54 2.72 -1.06
H 3.06 -1.41 -0.90
H 1.78 -1.23 -1.92
H 0.51 -2.56 -0.52
H 1.99 -2.96 0.56
H -0.13 -1.58 1.53
H 1.55 -1.35 2.04
H 1.73 0.69 0.87
H 0.13 0.63 1.80
H 0.03 0.27 -1.06
H -0.21 2.92 0.48
H 0.63 2.43 -1.11
H -2.22 2.36 -0.51
H -1.78 2.24 -1.95
O -2.81 -0.72 0.79
H -2.26 -1.10 1.44
H -2.13 -0.22 0.31



[3]
23
Properties=species:S:1:pos:R:3 method="wB97M-V/def2-TZVPD" total_energy_ha=-380.15653 charge=+1 homo_lumo_gap_ev=10.27 e_above_lowest_ev=2.195
C 1.54 -1.33 0.52
C -1.32 1.01 -1.16
C 0.22 -0.91 -0.29
C 0.07 0.65 -0.67
N -0.98 -1.50 0.21
N 0.29 -1.29 -1.73
N 1.06 1.48 -0.58
N -0.31 1.51 1.79
H 2.25 -0.57 0.76
H 1.97 -2.06 -0.13
H 1.24 -1.80 1.43
H -1.63 0.33 -2.00
H -1.36 2.05 -1.49
H -2.02 0.84 -0.39
H -0.71 -2.37 0.79
H -1.26 -0.95 1.12
H -0.60 -1.80 -1.90
H 1.15 -1.66 -2.13
H 1.10 2.39 -0.96
H 1.91 1.27 -0.05
H -1.17 2.05 1.73
H 0.39 2.19 2.20
H -0.48 0.79 2.53



[4]
22
Properties=species:S:1:pos:R:3 method="wB97M-V/def2-TZVPD" total_energy_ha=-366.55467 s_squared=0.750 charge=-1 homo_lumo_gap_ev="2.11 / 9.20" e_above_lowest_ev=0.976 spin_multiplicity=2
C -0.58 1.43 0.23
N 0.55 0.71 -0.28
C 1.73 1.53 -0.53
C 2.46 1.18 -1.86
C -1.89 0.68 0.52
H -0.89 2.18 -0.56
H -0.38 2.15 1.03
H 0.27 0.18 -1.10
H 2.38 1.43 0.35
H 1.46 2.60 -0.51
H 3.50 1.48 -1.69
H 2.06 1.75 -2.70
H 2.34 0.10 -1.85
H -2.49 0.49 -0.37
H -1.69 -0.31 0.92
H -2.49 1.17 1.28
H -1.38 -3.94 2.01
H -2.43 -4.24 2.98
O -2.34 -4.08 2.03
H -0.69 -2.59 0.23
H 0.28 -1.47 -0.07
O 0.22 -2.45 -0.05



[5]
22
Properties=species:S:1:pos:R:3 method="wB97M-V/def2-TZVPD" total_energy_ha=-366.57883 charge=0 homo_lumo_gap_ev=9.54 smiles=CCCCN.O.O e_above_lowest_ev=1.968
C -1.27 1.67 0.91
C 0.07 1.01 0.60
C 0.34 1.35 -0.90
C 0.88 0.01 -1.63
N -0.29 -0.68 -2.22
H -1.88 1.04 1.60
H -1.97 1.86 0.10
H -1.04 2.58 1.48
H 0.92 1.45 1.09
H -0.01 -0.05 0.72
H -0.52 1.61 -1.53
H 1.22 1.97 -1.07
H 1.28 -0.70 -0.89
H 1.63 0.10 -2.40
H -0.96 -0.11 -2.70
H -0.06 -1.53 -2.70
O 1.61 -1.79 1.10
H 1.91 -1.49 1.97
H 0.66 -1.65 1.02
O -1.07 -2.03 2.00
H -0.26 -2.39 2.36
H -1.17 -2.24 1.08